(1)
DFT (the ωB97M-V functional and the def2-TZVPD basis) results for a gas-phase ion, C22H44ClF2N3O2P (charge +1) at a distorted geometry.

Computed properties:
- SMILES = CCCN[C@@]1(CCOCC)C([PH2]=N)=[N+](F)[C@@](Cl)(C[C@H](C)O)[C@]1(CCC(C)C)C[C@@H](C)F
- max |F| (hartree/bohr) = 0.0544
- charge = +1

XYZ file:
```
75
Properties=species:S:1:pos:R:3:forces:R:3
C 4.0280 -2.1896 2.1466 0.212 0.692 -0.152
C 3.4132 -0.7997 2.3569 -0.110 -0.324 -0.176
C 1.8871 -0.7903 2.2457 0.596 0.217 0.120
N 1.4821 -0.3309 0.9179 -0.859 -0.022 0.559
C 0.1136 -0.7080 0.4789 2.444 -0.080 -1.358
C 0.2475 -2.1491 -0.0846 -0.921 -0.385 0.338
C -1.0557 -2.8863 -0.3705 -0.165 -0.550 -0.727
O -0.9840 -3.4292 -1.6785 0.213 0.124 0.222
C -1.8995 -4.4835 -1.9053 -0.577 -0.399 -0.639
C -3.3558 -4.0891 -1.7783 0.008 0.486 0.552
C -0.8967 -0.7371 1.5577 -0.808 0.537 1.333
P -1.0125 -1.6596 3.1894 0.831 -2.148 0.887
N -0.4264 -3.1136 3.2498 -0.367 1.008 -0.809
N -1.8928 -0.0156 1.2275 1.062 -0.132 -0.730
F -2.9931 0.1113 1.9864 0.194 0.049 -0.232
C -1.8120 0.6822 -0.0786 -2.020 1.501 -0.416
Cl -3.2025 -0.0494 -0.9920 0.262 -0.228 -0.012
C -2.2798 2.1360 0.1856 0.515 -0.230 0.969
C -1.6461 2.8538 1.4207 -0.444 0.890 -0.817
C -2.7477 3.3595 2.3444 0.307 -0.416 -0.054
O -0.9008 3.9921 0.9775 -0.128 -0.182 -0.078
C -0.3751 0.3854 -0.6204 -0.997 -0.697 0.311
C 0.4577 1.6766 -0.6456 0.222 -0.470 0.370
C 1.7686 1.6018 -1.4263 0.362 0.478 0.296
C 2.8287 2.6422 -0.9810 0.106 -0.172 -0.425
C 3.8720 2.0634 -0.0425 -0.166 0.670 0.184
C 2.2418 3.9167 -0.4012 -0.162 -0.068 0.273
C -0.4410 -0.2312 -2.0240 -0.081 0.425 -0.058
C -0.8510 0.7091 -3.1664 -0.537 -0.741 -0.644
C -1.6329 -0.0641 -4.2277 0.422 0.269 -0.236
F -1.6615 1.7653 -2.7292 0.163 0.132 0.129
H 3.4372 -2.8051 1.4743 -0.210 -0.198 0.042
H 4.9903 -2.0645 1.6664 0.329 -0.146 0.005
H 4.1932 -2.6796 3.0943 -0.138 -0.406 0.128
H 3.6955 -0.4034 3.3239 0.147 0.028 0.208
H 3.8297 -0.1228 1.6208 -0.067 0.283 -0.102
H 1.4966 -0.1022 2.9973 -0.225 0.137 -0.050
H 1.5494 -1.7971 2.4939 -0.181 -0.126 0.011
H 2.1148 -0.7124 0.2249 0.087 -0.002 0.026
H 0.8446 -2.1324 -0.9834 0.069 0.188 -0.305
H 0.8132 -2.7521 0.6146 0.286 0.105 0.314
H -1.9384 -2.2461 -0.3208 -0.027 0.179 0.208
H -1.2113 -3.7127 0.3255 0.007 -0.008 0.293
H -1.7301 -4.8063 -2.9254 0.262 -0.018 -0.207
H -1.7012 -5.3525 -1.2729 0.243 0.099 0.283
H -3.5790 -3.8049 -0.7529 -0.156 -0.035 0.226
H -4.0297 -4.8975 -2.0330 0.032 -0.251 -0.128
H -3.6052 -3.2270 -2.3884 0.067 0.103 -0.302
H -2.3782 -1.6591 3.5291 0.080 0.632 -0.196
H -0.3810 -0.7840 4.0987 -0.402 0.380 -0.289
H -0.0579 -3.4001 2.3499 0.125 -0.479 0.273
H -3.3501 2.0953 0.3409 -0.207 -0.064 -0.034
H -2.1064 2.7578 -0.6733 0.095 -0.091 -0.503
H -0.9150 2.2430 1.9424 0.037 -0.202 0.148
H -2.3063 3.7431 3.2525 -0.029 0.187 0.263
H -3.4748 2.5905 2.5757 -0.113 -0.188 0.203
H -3.2796 4.1591 1.8373 -0.125 0.172 -0.043
H -1.5422 4.5804 0.5478 0.357 0.003 0.185
H 0.6269 1.9758 0.3763 0.326 0.102 0.295
H -0.1188 2.4733 -1.0782 -0.400 0.134 -0.189
H 2.2241 0.6205 -1.3830 0.098 -0.280 0.029
H 1.5962 1.8025 -2.4761 -0.327 -0.082 -0.241
H 3.3519 2.9330 -1.8885 0.117 -0.044 -0.240
H 3.4331 1.9534 0.9451 -0.009 -0.378 0.191
H 4.3102 1.1400 -0.4041 -0.006 -0.249 -0.005
H 4.6689 2.7916 0.0720 0.275 0.057 0.030
H 1.3426 4.2356 -0.9127 -0.140 0.160 -0.263
H 2.9526 4.7354 -0.4161 0.187 0.077 -0.075
H 1.9570 3.7652 0.6354 -0.090 0.015 0.251
H -1.0891 -1.0914 -2.0679 -0.204 -0.186 0.199
H 0.5372 -0.6163 -2.2834 0.316 0.053 -0.061
H -0.0064 1.1503 -3.6800 0.326 0.293 0.379
H -2.6992 0.0483 -4.0833 -0.205 -0.096 0.173
H -1.3799 0.3191 -5.2082 -0.154 0.162 -0.253
H -1.3584 -1.1125 -4.2405 -0.028 -0.251 0.146
```
Positions in Å, forces in eV/Å.


(2)
DFT (the ωB97M-V functional and the def2-TZVPD basis) results for 2 unconnected molecules or ions with the total composition C22H44ClN2O12P2S at a distorted geometry.

Computed properties:
- max |F| (hartree/bohr) = 0.1252
- charge = +1

XYZ file:
```
84
Properties=species:S:1:pos:R:3:forces:R:3
C 7.6793 -1.4453 -0.2998 -0.233 -0.764 0.651
C 6.4206 -0.6660 0.3404 1.046 -0.950 -0.121
O 6.2005 0.6556 -0.2687 -1.549 -0.986 0.842
C 4.7605 0.9454 -0.1641 1.190 -0.162 -0.407
C 4.6202 2.5415 -0.1324 1.785 -0.214 0.204
O 3.2504 3.0497 -0.0048 -2.156 -3.056 -0.244
C 2.2856 2.0186 0.0729 -1.859 -1.360 3.646
C 1.6047 1.4469 1.3664 1.649 0.774 -4.757
C 1.7956 1.8598 2.8964 -0.434 0.209 -0.072
C 3.2779 2.3782 3.2618 -0.497 -0.413 0.830
N 0.7263 0.4020 0.8436 1.223 1.874 -1.652
C -0.0525 -0.3791 1.8530 -0.813 -1.736 0.581
C 0.8346 -1.5982 2.4802 0.249 0.031 -0.655
C 0.0833 -3.0250 2.3924 -0.152 0.404 0.166
C 0.1383 -3.5545 0.8747 -0.480 1.742 0.150
S 0.1010 -5.3964 0.6841 4.239 -4.767 -0.868
O 0.1361 -6.1601 1.9758 -1.750 2.953 -2.988
O 1.3187 -5.7888 -0.1387 -3.582 2.115 1.568
O -1.2322 -5.8086 -0.2869 1.874 1.463 1.219
C 0.7676 0.2974 -0.5890 0.763 1.380 1.754
C -0.0354 -0.7405 -1.4967 0.096 -0.507 0.869
C -1.6369 -0.6202 -1.4104 -0.681 1.365 0.309
P -2.3447 -1.8839 -2.6419 2.271 -4.733 -2.273
O -1.2041 -2.9168 -2.8969 -2.748 2.889 1.130
O -2.7593 -1.2351 -4.1597 0.807 -0.738 2.535
C -1.6299 -0.6140 -4.8340 0.773 2.363 -0.892
C -1.6747 0.9741 -4.4319 0.102 -1.227 0.464
O -3.6637 -2.7757 -2.0455 1.791 3.388 -0.359
C -4.4341 -2.0473 -1.0460 -2.373 -0.161 0.840
C -4.9824 -0.6124 -1.5224 0.839 0.850 0.896
N 1.7146 1.2830 -1.0657 -2.021 -1.434 2.943
P 2.2830 1.7333 -2.6901 0.567 2.040 -1.910
O 1.0033 2.6416 -3.4367 1.061 -2.002 2.170
Cl 2.5960 0.0115 -3.9019 -1.065 0.750 1.033
H 7.3955 -2.5702 -0.3019 0.485 1.839 -0.070
H 7.9153 -1.1566 -1.3782 -0.347 -0.172 1.620
H 8.6036 -1.3802 0.3937 -1.450 0.201 -1.420
H 6.6595 -0.5386 1.4681 -0.788 -0.140 -1.726
H 5.5029 -1.3579 0.1787 1.310 1.358 0.347
H 4.2940 0.4526 -1.1054 0.322 0.846 1.614
H 4.4187 0.4210 0.8058 -0.039 1.148 -1.519
H 5.0845 3.0571 -1.0505 -0.806 -1.115 1.253
H 5.2042 2.9233 0.7784 -0.931 -0.603 -1.242
H 1.0123 2.6797 3.1343 1.291 -1.251 -0.447
H 1.5449 0.9896 3.6181 0.426 1.217 -1.543
H 3.3489 2.3742 4.4186 -0.127 -0.005 -1.933
H 4.0309 1.6072 2.8840 -0.858 1.339 0.397
H 3.4888 3.4525 2.9380 -0.268 -1.713 0.089
H -0.4516 0.3061 2.6845 0.786 -0.811 -1.521
H -0.9680 -0.8765 1.3787 1.372 0.989 0.386
H 1.1727 -1.3511 3.5576 -0.615 -0.477 -1.812
H 1.7616 -1.6803 1.7950 -1.188 0.186 1.336
H -1.0226 -2.8890 2.7135 1.868 -0.433 -0.380
H 0.6080 -3.7535 3.1070 -0.900 0.985 -1.173
H 1.1129 -3.1595 0.3894 -1.463 -1.289 0.688
H -0.7355 -3.0980 0.2688 1.274 -1.038 0.888
H -0.9687 -5.5462 -1.2135 -0.183 -0.296 0.985
H 0.2557 -0.6893 -2.5999 -0.024 0.128 1.775
H 0.2579 -1.7942 -1.1131 -0.423 1.791 -0.909
H -2.0703 -0.8054 -0.3572 0.780 0.090 -1.708
H -1.9912 0.4473 -1.6926 0.599 -1.783 0.430
H -0.6103 -1.0634 -4.5717 -1.633 0.320 -0.186
H -1.7070 -0.6601 -5.9870 -0.461 -0.448 2.038
H -0.9810 1.0776 -3.5262 -0.849 0.303 -1.459
H -1.3547 1.6353 -5.3049 -0.403 -0.835 1.429
H -2.7357 1.2104 -4.0580 1.539 -0.221 -0.891
H -5.3689 -2.6973 -0.8287 1.767 0.843 -0.480
H -3.8672 -1.9980 -0.0433 -0.675 0.041 -1.608
H -6.0990 -0.4422 -1.2699 1.919 -0.508 -0.619
H -4.7580 -0.3811 -2.6244 -0.578 -0.620 1.519
H -4.4016 0.1834 -0.9096 -1.055 -1.068 -1.023
H 0.3615 2.9128 -2.7401 0.348 -0.137 -0.701
C -6.9925 1.9412 2.7572 -0.390 -0.342 -0.047
O -6.1213 3.0141 3.1130 0.534 0.194 -0.364
C -5.1570 3.2637 2.2128 -0.235 0.107 0.310
O -4.9845 2.6711 1.1733 0.070 0.160 0.363
O -4.4164 4.2885 2.6699 -0.239 -0.396 -0.125
C -3.3455 4.6670 1.8085 0.266 0.236 -0.183
H -7.7284 1.8308 3.5544 0.231 0.230 0.019
H -7.5210 2.1658 1.8280 0.184 -0.079 0.035
H -6.4356 1.0054 2.6690 -0.028 0.141 -0.129
H -3.7281 5.0006 0.8412 0.058 -0.189 0.059
H -2.6418 3.8403 1.6819 -0.152 0.013 -0.109
H -2.8190 5.4995 2.2768 -0.255 -0.121 0.145
```
Positions in Å, forces in eV/Å.


(3)
DFT (the ωB97M-V functional and the def2-TZVPD basis) results for 2 unconnected molecules or ions with the total composition C22H44ClN2O5S2 at a distorted geometry.

Computed properties:
- max |F| (hartree/bohr) = 0.0865
- charge = +1

XYZ file:
```
76
Properties=species:S:1:pos:R:3:forces:R:3
C 0.8682 -0.6640 2.2418 -0.029 -0.045 0.539
C 0.6737 0.8330 2.0704 -0.653 -0.606 -0.634
Cl 0.4137 1.5692 3.6758 0.203 0.088 -0.181
C -0.5008 1.2018 1.1211 0.699 1.397 0.115
C 0.1213 1.5982 -0.2309 -0.516 -2.113 0.086
C 0.5591 0.2844 -0.9693 0.313 1.092 0.430
C 0.4603 0.5503 -2.4970 -1.040 -0.779 0.165
C 1.6173 0.1367 -3.4419 -0.451 0.133 0.086
C 2.8219 -0.4820 -2.7668 0.291 0.949 0.511
O 3.5572 0.6022 -2.1685 -0.101 0.042 0.200
C -0.0125 2.0062 -2.5503 1.887 -0.383 0.659
N -0.7830 2.2158 -1.2630 0.027 0.866 -1.346
S -2.4046 1.4974 -1.3347 -0.361 0.003 0.240
C -3.4792 2.8413 -1.9961 -0.053 -1.287 0.025
C -4.6655 2.9055 -1.0280 1.108 -1.110 -1.907
O -4.6337 3.6312 -0.1200 -0.255 2.227 2.564
O -5.6228 2.0441 -1.3265 -0.435 0.369 -0.797
C -6.9357 2.4364 -0.9018 -1.265 -1.366 0.738
C -7.7643 1.1537 -0.8276 0.261 1.083 -0.485
C -9.1983 1.4306 -0.4106 -0.004 -0.858 0.068
O -7.0770 0.2988 0.0815 -0.605 0.179 -0.870
C -7.4668 -1.0048 0.1001 -0.202 0.973 -2.660
O -7.4050 -1.5793 1.0971 0.403 -2.089 3.905
C -7.9205 -1.7459 -1.1560 0.394 0.398 -0.304
S -7.1517 -3.3994 -1.0588 0.049 -0.154 0.094
H 1.7241 -0.8006 2.8979 0.218 -0.267 -0.177
H 1.0059 -1.1821 1.2965 0.259 0.054 -0.107
H 0.0324 -1.1534 2.7395 -0.236 0.244 0.018
H 1.5785 1.2240 1.6076 0.235 0.330 0.524
H -1.2041 0.3799 1.0408 -0.163 0.040 -0.070
H -0.9779 2.0893 1.5387 -0.328 -0.179 0.050
H 0.9027 2.3400 -0.0907 0.234 -0.106 -0.034
H -0.1274 -0.4876 -0.6332 -0.118 -0.160 -0.268
H 1.5193 0.0064 -0.5411 0.225 -0.029 -0.467
H -0.3995 -0.0306 -2.8386 -0.009 -0.123 0.129
H 1.2048 -0.5534 -4.1761 0.064 -0.087 -0.040
H 1.9368 1.0160 -4.0023 0.285 -0.026 -0.029
H 3.4614 -0.9792 -3.4922 -0.010 -0.128 -0.024
H 2.5666 -1.1637 -1.9551 -0.228 -0.402 -0.384
H 3.7034 0.4094 -1.2352 0.229 -0.045 -0.211
H -0.5399 2.3468 -3.4289 -0.293 -0.005 -0.039
H 0.9083 2.5770 -2.3774 -0.212 0.434 -0.399
H -0.7806 3.2357 -1.1888 -0.669 -0.086 0.652
H -2.9596 3.7913 -2.0053 -0.002 0.110 -0.004
H -3.8093 2.5066 -2.9760 0.175 0.280 -0.158
H -6.9593 2.8825 0.0884 0.473 0.260 -0.038
H -7.4303 3.0683 -1.6355 0.406 0.335 -0.119
H -7.7979 0.7726 -1.8517 0.219 -0.445 0.104
H -9.7200 0.4712 -0.4206 -0.121 0.010 0.095
H -9.7169 2.0374 -1.1468 0.058 0.331 0.056
H -9.2879 1.8192 0.6009 0.091 0.267 -0.044
H -9.0037 -1.8220 -1.1127 -0.099 0.018 -0.162
H -7.5923 -1.2299 -2.0522 -0.169 -0.082 -0.158
H -7.4715 -3.8798 -2.2783 -0.101 0.405 0.115
C 6.6533 -2.8028 4.3112 0.056 0.037 0.005
C 6.0109 -2.8526 2.9330 0.144 -0.123 0.121
N 5.5964 -1.5482 2.4460 -0.275 0.223 -0.098
C 4.7190 -1.6159 1.2969 -0.265 -0.211 -0.004
C 5.2641 -2.2007 -0.0074 -0.033 0.200 -0.248
C 6.6343 -0.5304 2.3904 0.279 0.103 0.200
C 7.8874 -0.8266 1.5594 0.027 0.114 -0.064
H 6.0049 -2.2941 5.0260 0.004 0.035 -0.039
H 6.8256 -3.8163 4.6751 0.009 0.004 -0.032
H 7.6184 -2.2946 4.2955 -0.016 0.001 0.021
H 5.1252 -3.4904 3.0049 -0.075 0.102 -0.146
H 6.6994 -3.3556 2.2375 0.002 -0.050 0.017
H 4.3249 -0.6117 1.0889 0.130 0.087 0.108
H 3.8418 -2.2095 1.5818 0.071 -0.040 0.118
H 5.9481 -1.5090 -0.4984 0.063 -0.074 -0.018
H 4.4291 -2.3720 -0.6943 0.040 -0.054 -0.024
H 5.7747 -3.1534 0.1281 -0.022 0.009 0.079
H 6.9520 -0.3160 3.4139 -0.038 -0.103 0.014
H 6.1909 0.4074 2.0432 -0.142 -0.101 -0.067
H 8.2911 -1.8203 1.7572 -0.034 -0.005 0.010
H 8.6685 -0.1060 1.8097 -0.019 -0.007 0.012
H 7.7029 -0.7343 0.4898 0.014 -0.100 -0.012
```
Positions in Å, forces in eV/Å.


Number 1: Kohn-Sham gap 7.47 eV. Number 2: Kohn-Sham gap 8.80 eV. Number 3: Kohn-Sham gap 7.11 eV.